Computed, not measured: a cluster of 2 separate species, C5H14NPS2 in total, with ωB97M-V/def2-TZVPD.

SMILES = CSP(S)N(C)C.C=C
ΔE to the lowest compared entry with this formula, charge and spin = 0.000 eV
net charge = 0
LUMO level = 0.77 eV
HOMO = -8.393 eV
energy = -1391.32302 hartree

Structure (XYZ):
```
23
Properties=species:S:1:pos:R:3:forces:R:3:nbo_charge:R:1
C 3.07280 1.23481 -2.54172 2.237 0.270 3.217 -0.3762
C -3.08258 -0.53438 1.43734 0.082 -0.410 2.080 -0.4225
C -1.49207 -2.16870 2.37057 -2.054 -0.901 0.729 -0.4069
C 1.33500 1.70729 0.53187 -0.790 1.204 2.416 -0.7086
C 2.76267 0.24443 -3.30175 -2.500 1.269 -3.354 -0.3825
N -1.86410 -1.27983 1.31961 0.991 1.323 -1.288 -0.7597
P -0.53911 -0.58446 0.56194 0.037 0.634 -1.370 0.8153
S -1.36434 -0.06487 -1.44026 1.434 -1.357 -0.380 -0.3932
S -0.38264 1.49311 1.22962 0.660 -1.175 -0.633 -0.1513
H -0.54189 -0.95159 -2.22443 -1.155 1.126 1.288 0.1628
H 3.77629 1.22609 -1.66371 -0.562 -0.507 -1.023 0.1839
H 2.65202 2.16795 -2.64464 -1.069 1.964 -0.492 0.1832
H -3.16902 -0.01783 2.40750 -0.220 -0.858 0.423 0.1877
H -3.05533 0.31392 0.87633 0.336 2.189 -2.380 0.2104
H -3.97978 -1.03026 1.14320 -0.597 -0.850 0.170 0.2058
H -0.49150 -2.57478 2.22614 -0.235 -0.115 0.075 0.2214
H -1.61880 -1.67946 3.33796 0.510 0.071 0.279 0.1795
H -2.31130 -2.92808 2.35739 1.021 -0.220 0.235 0.1957
H 1.38001 2.20861 -0.38561 -0.416 0.227 -1.638 0.2154
H 2.03202 0.89523 0.59056 -0.135 -0.752 0.068 0.2263
H 1.65022 2.46928 1.25137 0.523 -0.123 -0.057 0.2225
H 3.19770 -0.69272 -3.27454 0.587 -1.809 0.085 0.1959
H 2.03374 0.54625 -4.16471 1.314 -1.202 1.551 0.1951
```
Positions in Å, forces in eV/Å.

***

Computed, not measured: an isolated molecule of C5H10N2O, with ωB97M-V/def2-TZVPD.

SMILES = CN/N=C\C=C/OC
ΔE to the lowest compared entry with this formula, charge and spin = 4.196 eV
net charge = 0
LUMO level = 0.92 eV
HOMO = -8.182 eV
energy = -381.13124 hartree

Structure (XYZ):
```
18
Properties=species:S:1:pos:R:3:forces:R:3:nbo_charge:R:1
C 1.25363 1.90390 1.10075 -0.185 1.517 1.426 -0.4432
C -1.08339 -0.73786 1.14968 -1.473 -2.165 -1.399 -0.0579
C -0.71438 -1.77277 0.17632 -2.751 -3.270 2.037 -0.3279
C 0.09040 -1.81888 -0.84500 1.100 1.096 -1.597 0.1026
C -0.45583 0.25801 -1.74932 -1.371 0.420 -1.494 -0.2714
H 0.87989 2.77521 0.41122 0.542 -2.349 0.110 0.1895
H 0.98319 2.40413 2.05888 -0.215 -0.856 -0.183 0.2103
H 2.34389 1.89893 1.21675 -0.163 -0.027 -0.794 0.2097
H 1.15480 -0.15667 0.35975 -0.473 1.784 1.271 0.3835
H -2.00459 -0.84940 1.67991 -0.712 -0.312 -0.076 0.1930
H -1.32935 -2.80285 0.24857 1.622 2.301 0.464 0.2250
H 0.33575 -2.77459 -1.31627 0.085 0.656 -0.321 0.2017
H -0.78922 0.85531 -0.89289 0.288 0.033 -0.272 0.1909
H -0.18995 0.90345 -2.63143 0.431 -0.481 1.166 0.1991
H -1.39130 -0.26339 -2.14995 1.337 0.090 0.780 0.1861
N 0.78705 0.50241 1.12064 1.062 0.215 -2.165 -0.4384
N -0.48552 0.30349 1.45998 1.483 2.565 1.502 -0.2030
O 0.61493 -0.62845 -1.39760 -0.607 -1.216 -0.454 -0.5495
```
Positions in Å, forces in eV/Å.

***

Computed, not measured: a structure of composition C16H30FO2P2Ru, with ωB97M-V/def2-TZVPD.

ΔE to the lowest compared entry with this formula, charge and spin = 0.000 eV
net charge = +3
LUMO level = -10.25 eV
HOMO = -18.632 eV
energy = -1654.59170 hartree

Structure (XYZ):
```
52
Properties=species:S:1:pos:R:3:forces:R:3:nbo_charge:R:1
Ru 0.20834 -0.89797 -0.12686 2.489 1.954 -0.064 0.4944
C 0.57173 3.65177 -1.37081 -0.009 0.090 -0.128 -0.9934
P 1.25330 2.90257 0.09236 0.138 0.231 -0.173 1.6143
C 2.66429 3.82143 0.66912 0.116 -0.033 -0.004 -0.9731
C 0.04529 2.79077 1.39587 -0.124 -0.080 0.337 -0.7554
C -1.28152 2.17242 0.97868 -0.276 0.069 0.041 -0.7381
P -1.46765 0.36370 0.76043 -0.275 -0.671 -0.099 1.2226
C -1.94140 -0.22044 2.39954 -0.063 0.077 0.154 -0.9657
C -2.94852 0.26069 -0.26568 -0.221 0.188 0.110 -0.9601
H -0.24964 3.07104 -1.78963 -0.006 0.008 0.018 0.2717
H 1.35214 3.77713 -2.12424 -0.002 0.005 0.004 0.3009
H 0.19865 4.64353 -1.10316 -0.002 0.009 -0.006 0.3100
H 2.35096 4.85371 0.84273 0.026 0.007 0.013 0.3061
H 3.45451 3.80887 -0.08338 0.012 0.027 0.019 0.2988
H 3.03989 3.40228 1.60418 0.021 0.036 -0.013 0.2866
H -0.10757 3.80795 1.76929 -0.055 0.029 -0.041 0.3043
H 0.51072 2.24376 2.22087 -0.007 0.011 0.052 0.2696
H -1.69849 2.64990 0.09018 0.084 0.066 -0.029 0.2618
H -1.99975 2.37254 1.77803 -0.060 0.124 -0.035 0.2926
H -2.79979 0.34168 2.77318 0.003 -0.012 -0.025 0.2774
H -1.11973 -0.11964 3.11087 0.013 0.007 -0.040 0.2669
H -2.21025 -1.27168 2.34506 -0.019 0.004 0.129 0.2613
H -3.77823 0.80031 0.19632 0.009 0.007 -0.008 0.2811
H -3.23933 -0.77941 -0.38694 -0.069 0.017 -0.035 0.2576
H -2.76214 0.68589 -1.25231 0.023 -0.012 -0.011 0.2586
C -1.09060 -1.65591 -2.87136 0.018 -0.138 0.371 -0.2483
O -1.04367 -1.86320 -1.42900 -0.682 -0.150 -0.477 -0.5222
C -1.40972 -3.21427 -1.01375 0.051 0.159 -0.434 -0.1094
C -1.60021 -3.09802 0.45811 0.290 -0.012 0.219 -0.1014
O -0.39854 -2.48536 1.00263 -0.234 -0.490 0.702 -0.5055
C 0.60436 -3.44138 1.49051 -0.347 0.253 -0.198 -0.2543
H -2.10762 -1.84140 -3.20630 -0.029 -0.049 -0.067 0.2327
H -0.39171 -2.33579 -3.35469 0.011 -0.009 -0.099 0.2138
H -0.82837 -0.62041 -3.05633 0.032 0.060 0.003 0.2010
H -0.61161 -3.89315 -1.31928 0.005 -0.095 0.106 0.2195
H -2.33769 -3.50644 -1.50496 -0.019 0.048 -0.092 0.2473
H -1.81324 -4.04076 0.95832 0.154 -0.080 -0.043 0.2588
H -2.40687 -2.40688 0.67701 -0.116 -0.028 0.017 0.2088
H 1.03360 -3.98761 0.65306 0.039 -0.090 0.005 0.2082
H 0.09910 -4.10081 2.18870 0.071 -0.125 0.036 0.2379
H 1.35730 -2.85972 2.00930 0.010 0.017 0.052 0.2093
F 3.02523 -2.61887 -1.01433 0.214 0.242 -0.029 -0.2589
C 2.64337 -1.37332 -0.78002 0.022 -1.032 0.261 0.3947
C 2.00223 -0.67063 -1.77421 -0.228 -0.211 -0.672 -0.2584
C 1.56180 0.63923 -1.53350 -0.215 -0.039 -0.300 -0.2115
C 1.74905 1.20633 -0.27301 -0.543 -0.304 -0.068 -0.3686
C 2.32458 0.43570 0.75436 0.065 -0.266 0.425 -0.1569
C 2.80460 -0.84591 0.49887 -0.309 -0.116 0.207 -0.2185
H 1.89715 -1.14476 -2.74056 -0.014 0.114 -0.131 0.2977
H 1.12042 1.18540 -2.35621 0.044 0.113 0.053 0.2751
H 2.48080 0.84183 1.74762 -0.064 0.039 -0.042 0.2609
H 3.29044 -1.43670 1.26531 0.031 0.031 0.030 0.2973
```
Positions in Å, forces in eV/Å.

***

Computed, not measured: a cluster of 11 separate species, C27H65N11O14 in total, with ωB97M-V/def2-TZVPD.

SMILES = C[N+](=O)[O-].C[N+](=O)[O-].C[N+](=O)[O-].CN(C)C=O.CN(C)C=O.CN(C)C=O.CN(C)C=O.CN(C)C=O.CN(C)C=O.CN(C)C=O.CN(C)C=O
net charge = 0
LUMO level = -0.15 eV
HOMO = -8.695 eV
energy = -2723.08187 hartree

Structure (XYZ):
```
117
Properties=species:S:1:pos:R:3:forces:R:3:lowdin_charge:R:1
C 2.50193 1.36908 3.02409 1.782 -2.437 2.339 -0.3578
O 2.15214 2.30900 2.38536 -1.096 2.030 -1.284 0.0125
N 2.59131 1.27961 4.38625 -0.729 0.639 0.172 -0.1702
C 3.11268 0.10890 5.08777 -0.050 0.187 -0.409 -0.0564
C 2.02985 2.32991 5.24613 -0.560 -0.574 -0.188 -0.0397
H 2.91513 0.44339 2.59448 -0.182 -0.117 -0.362 0.1271
H 3.45915 -0.64192 4.37762 0.212 0.220 -0.044 0.0706
H 2.36857 -0.40920 5.69272 -0.327 0.270 0.021 0.0871
H 3.90189 0.45824 5.75352 0.209 -0.256 -0.043 0.0875
H 1.24872 1.89443 5.86926 -0.046 -0.240 0.135 0.0840
H 2.75366 2.75515 5.94138 0.232 0.148 -0.332 0.0877
H 1.50555 3.07863 4.65230 0.521 0.103 -0.100 0.0807
C -4.29064 -5.12883 -0.94512 -1.464 -1.205 0.619 -0.3058
O -4.60717 -6.28672 -0.60770 0.926 2.249 -0.573 -0.0198
N -4.36788 -4.02805 -0.12323 0.332 0.059 -0.837 -0.1727
C -4.06887 -2.65711 -0.62112 0.063 -0.208 0.412 -0.0515
C -4.87418 -4.22726 1.21692 -0.055 -0.080 0.747 -0.0672
H -4.05697 -4.86872 -1.98912 0.376 -0.067 0.160 0.1267
H -3.74765 -2.04186 0.21935 0.095 -0.145 0.101 0.0811
H -4.88723 -2.10656 -1.08510 -0.630 -0.414 0.158 0.0735
H -3.27725 -2.59293 -1.36767 0.227 -0.666 0.129 0.0633
H -4.21058 -3.85545 1.99762 0.318 0.280 -0.193 0.0824
H -5.84363 -3.76499 1.40287 -0.132 0.166 -0.333 0.0870
H -4.98748 -5.28973 1.43238 0.028 0.038 -0.426 0.0821
C 2.19824 -3.20162 2.24930 0.592 1.796 0.978 -0.2861
O 1.96709 -2.10334 2.81682 0.101 -2.070 -0.673 -0.0534
N 2.46180 -4.37284 2.86651 -0.487 -0.084 2.709 -0.1738
C 2.99477 -5.51803 2.21279 -1.117 -1.305 -1.234 -0.0838
C 2.63304 -4.42860 4.36123 0.567 1.760 -0.886 -0.0192
H 2.34617 -3.20582 1.15829 -0.364 -0.422 0.077 0.1188
H 2.34388 -5.64546 1.34780 1.051 -0.041 -0.763 0.0765
H 2.78533 -6.45509 2.72868 -0.138 0.289 0.708 0.0891
H 4.07099 -5.54463 2.04213 -0.037 0.496 -0.402 0.0997
H 2.03206 -3.64696 4.82594 0.061 -0.039 -0.116 0.0755
H 2.49614 -5.35718 4.91538 -0.412 -0.316 -0.955 0.0854
H 3.68460 -4.15758 4.45551 0.141 0.076 0.679 0.0897
C -3.61012 2.83041 -3.82402 0.311 1.852 2.877 -0.2875
O -3.21478 3.98108 -3.55132 -0.648 -1.931 -1.453 -0.0241
N -3.81564 1.92879 -2.80740 -0.898 -1.160 -1.885 -0.1906
C -4.26752 0.58547 -3.05775 -0.356 -1.343 -0.087 -0.0818
C -3.72072 2.19513 -1.41585 0.897 1.345 0.678 -0.0697
H -3.91082 2.42822 -4.80383 0.368 0.229 -0.044 0.1392
H -4.34654 0.17805 -4.06565 0.561 0.900 -0.512 0.0914
H -5.27961 0.38830 -2.70434 -0.139 0.321 0.543 0.0870
H -3.60203 -0.10892 -2.54486 0.054 -0.091 0.174 0.0728
H -3.01940 1.52026 -0.92514 0.366 -0.005 -0.159 0.0774
H -3.37009 3.22564 -1.35930 0.136 -0.074 0.430 0.0818
H -4.63401 2.10386 -0.82790 -0.532 -0.025 -0.523 0.0928
C -2.25825 5.07632 3.24201 -0.154 -0.524 -0.628 -0.3351
O -2.43163 6.02936 3.96581 -0.040 -0.254 0.103 0.0318
N -2.81741 3.83715 3.32503 -1.501 0.781 0.695 -0.1771
C -2.59416 2.84940 2.32334 0.524 -1.001 -0.780 -0.0804
C -3.83525 3.49030 4.31254 -0.069 -0.658 0.543 -0.0440
H -1.61279 5.05788 2.35025 0.288 0.529 0.060 0.1050
H -1.88947 3.15300 1.54917 0.605 0.207 0.499 0.0693
H -3.40550 2.53084 1.66886 -0.979 0.429 0.474 0.0820
H -2.28422 1.93520 2.82957 0.430 -0.155 -0.217 0.0932
H -4.87628 3.47366 3.98993 0.024 0.484 -0.757 0.0881
H -3.68042 2.44631 4.58499 0.299 -0.078 0.244 0.0799
H -3.83531 4.07957 5.22952 0.543 0.234 -0.308 0.0902
C 3.47767 -4.06604 -1.08476 -1.346 -0.145 -2.745 -0.3210
O 2.99780 -5.19734 -0.93560 0.820 1.043 0.876 -0.0446
N 3.22259 -3.36311 -2.23573 1.591 0.418 1.161 -0.1695
C 3.76424 -1.99576 -2.56540 -1.258 -1.505 0.087 -0.0414
C 2.40818 -3.86456 -3.33016 0.337 -0.482 0.770 -0.0473
H 4.11662 -3.46861 -0.41618 0.027 -0.435 0.365 0.1331
H 4.59451 -1.62787 -1.96257 -0.204 -0.448 0.019 0.0695
H 2.88455 -1.36147 -2.45621 0.416 0.379 -0.083 0.0365
H 4.00656 -2.07077 -3.62547 0.312 0.381 0.079 0.0871
H 3.06803 -3.93616 -4.19479 -0.459 0.449 -0.392 0.0980
H 2.06942 -4.88537 -3.15325 -0.150 0.206 0.373 0.0782
H 1.58964 -3.14783 -3.39633 -0.090 -0.274 -0.835 0.0782
C 0.61947 -0.50446 -4.96439 1.928 -0.917 0.624 -0.2816
O 1.56747 -1.30266 -5.10574 -1.746 1.593 0.079 -0.0226
N 0.67958 0.65029 -4.24415 0.135 -0.403 -0.851 -0.1751
C -0.46990 1.48571 -4.05766 -1.127 0.256 0.165 -0.0784
C 1.87498 1.14744 -3.57562 -0.527 0.021 0.173 -0.0313
H -0.39437 -0.69362 -5.34983 0.124 -0.033 -0.120 0.1352
H -1.37758 1.20043 -4.58948 0.441 -0.413 -0.812 0.0768
H -0.24206 2.51492 -4.33500 -0.089 0.073 0.259 0.1015
H -0.87321 1.41842 -3.04726 0.575 0.435 0.505 0.0746
H 2.29298 2.06375 -3.99245 0.004 -0.111 -0.838 0.0940
H 1.49141 1.53242 -2.63076 0.417 -0.517 0.644 0.0675
H 2.63732 0.37029 -3.52103 -0.208 0.174 0.207 0.0729
C -0.61878 4.89559 -1.19933 2.429 -1.451 0.249 -0.3097
O -0.40588 3.67788 -1.31046 -0.846 1.229 0.297 -0.0325
N -0.14585 5.64450 -0.16440 -0.652 -0.194 0.652 -0.1587
C -0.21175 7.09344 -0.34727 0.812 0.388 0.510 -0.0668
C 0.63564 5.07986 1.00016 0.375 -0.145 -1.181 -0.0345
H -0.95005 5.52845 -2.03716 -0.657 -0.286 0.170 0.1384
H 0.70741 7.42326 -0.83148 0.220 0.244 0.162 0.0863
H -0.30633 7.59217 0.61731 0.088 -0.066 0.021 0.0863
H -1.00916 7.49759 -0.97089 -0.311 -0.765 0.005 0.0877
H 0.38650 4.05354 1.26977 -0.927 0.268 0.025 0.0565
H 1.68350 4.88980 0.76788 0.281 0.480 -0.670 0.0761
H 0.68834 5.74531 1.86185 -0.689 0.056 -0.169 0.0885
C 4.09842 2.48161 -0.48520 -0.049 -0.829 -0.399 0.0702
N 4.34613 1.08100 -0.95600 0.908 -1.727 -1.573 -0.3968
O 5.33520 0.83775 -1.66330 -0.927 0.891 1.085 0.0507
O 3.50736 0.21326 -0.72342 0.460 1.544 0.666 0.0196
H 3.32177 2.79442 -1.18310 -0.265 0.288 0.429 0.0963
H 4.98226 3.09936 -0.64431 -0.030 -0.361 0.244 0.1019
H 3.75856 2.34583 0.54152 -0.159 0.580 -0.131 0.0775
C -0.41546 -4.56855 -1.20441 0.817 0.125 2.074 0.0267
N -0.85199 -5.10062 -2.49129 -0.070 -0.275 -0.064 -0.4390
O -0.43746 -6.14725 -2.94407 0.283 0.290 0.526 0.0861
O -1.68723 -4.41382 -3.02399 -0.852 0.636 -0.872 0.0407
H 0.04872 -3.58378 -1.25790 0.230 -0.168 -0.823 0.0743
H 0.24726 -5.24633 -0.66634 0.036 -0.107 -0.475 0.0936
H -1.26843 -4.35319 -0.56085 -0.427 -0.440 -0.374 0.0916
C 0.30813 0.62401 0.24797 0.872 1.055 0.330 0.0453
N 0.09023 -0.58139 -0.62189 -0.963 1.796 2.122 -0.3986
O -1.08314 -0.73036 -0.92542 0.321 -0.811 -0.958 0.0420
O 1.00850 -1.34091 -0.75416 0.053 -0.627 -0.814 0.0731
H 1.00350 1.36414 -0.14797 0.165 -0.481 -0.658 0.0734
H 0.80471 0.29692 1.16149 -0.389 -0.313 -0.033 0.0823
H -0.60015 1.20385 0.41203 -0.158 -0.698 -0.042 0.0784
```
Positions in Å, forces in eV/Å.

***

Among the records above, which one has the lowest HOMO? C16H30FO2P2Ru

***

Which of these has the highest HOMO? C5H10N2O